A 10-piece molecular cluster, C39H80O14 overall at a distorted geometry. Source: the OMol25 dataset; level of theory: the ωB97M-V functional and the def2-TZVPD basis.

```
! wB97M-V def2-TZVPD RIJCOSX def2/J DEFGRID3
* xyz 0 1
O -4.90 2.92 3.05
C -4.93 4.03 2.60
O -5.49 5.05 3.36
C -4.32 4.35 1.18
C -3.00 3.59 0.92
C -2.82 2.81 -0.30
C -1.59 2.08 -0.57
O -1.48 1.40 -1.78
C -0.51 2.08 0.40
C -0.65 2.84 1.63
C -1.89 3.61 1.87
C -1.92 4.43 3.19
O -2.53 5.48 3.32
C -1.09 3.94 4.42
C 0.02 3.22 4.17
C 0.48 2.88 2.71
O 1.63 2.63 2.45
H -5.11 5.88 3.01
H -4.27 5.45 0.97
H -5.07 3.94 0.45
H -3.65 2.80 -1.05
H -1.71 0.46 -1.67
H 0.43 1.50 0.22
H -1.41 4.22 5.46
H 0.63 2.86 5.03
C 3.67 0.35 -1.06
C 2.91 -0.84 -0.52
C 3.50 -2.15 -1.02
O 1.54 -0.76 -0.91
H 3.62 0.38 -2.15
H 3.23 1.29 -0.70
H 4.72 0.33 -0.76
H 2.93 -0.83 0.58
H 3.45 -2.21 -2.11
H 2.94 -3.00 -0.63
H 4.55 -2.25 -0.71
H 1.51 -0.78 -1.88
C -2.11 -3.55 -0.98
C -3.37 -2.70 -1.04
C -4.48 -3.41 -1.80
O -3.08 -1.45 -1.67
H -1.73 -3.75 -1.99
H -1.32 -3.02 -0.44
H -2.29 -4.50 -0.48
H -3.71 -2.48 -0.02
H -4.18 -3.61 -2.83
H -5.37 -2.79 -1.84
H -4.73 -4.36 -1.32
H -2.78 -1.64 -2.57
C 0.07 -3.81 3.86
C -0.90 -3.72 2.69
C -2.26 -4.30 3.06
O -0.37 -4.42 1.57
H 0.23 -4.86 4.14
H 1.04 -3.40 3.58
H -0.30 -3.27 4.73
H -1.02 -2.67 2.39
H -2.17 -5.36 3.31
H -2.95 -4.24 2.21
H -2.70 -3.77 3.90
H -0.26 -5.35 1.82
C -6.75 -7.23 -3.68
C -5.33 -6.96 -3.19
C -4.47 -8.21 -3.27
O -5.38 -6.50 -1.84
H -7.23 -7.99 -3.07
H -7.36 -6.33 -3.61
H -6.75 -7.57 -4.72
H -4.89 -6.16 -3.79
H -4.88 -9.00 -2.64
H -3.46 -8.00 -2.91
H -4.40 -8.57 -4.30
H -5.78 -7.19 -1.30
C 8.67 -0.81 0.51
C 8.24 0.51 -0.11
C 9.04 1.67 0.45
O 6.85 0.73 0.14
H 8.50 -0.80 1.59
H 8.07 -1.63 0.10
H 9.72 -1.01 0.32
H 8.37 0.47 -1.20
H 8.89 1.76 1.53
H 8.72 2.61 0.01
H 10.11 1.55 0.26
H 6.72 0.77 1.10
C -6.71 8.93 0.41
C -5.54 8.24 -0.28
C -5.46 8.63 -1.75
O -5.68 6.82 -0.17
H -7.66 8.63 -0.05
H -6.76 8.63 1.46
H -6.62 10.01 0.35
H -4.61 8.51 0.22
H -6.37 8.32 -2.28
H -4.62 8.12 -2.23
H -5.33 9.70 -1.87
H -6.50 6.57 -0.61
C 4.00 3.86 4.31
C 3.42 4.33 5.63
C 4.51 4.87 6.55
O 2.75 3.24 6.28
H 4.72 3.05 4.47
H 3.21 3.46 3.67
H 4.50 4.67 3.78
H 2.67 5.11 5.45
H 5.24 4.10 6.78
H 4.08 5.20 7.50
H 5.02 5.72 6.09
H 3.41 2.55 6.44
C 10.82 6.72 0.19
C 9.66 5.74 0.34
C 8.66 6.22 1.37
O 10.16 4.46 0.71
H 11.36 6.82 1.14
H 11.54 6.36 -0.55
H 10.47 7.70 -0.11
H 9.16 5.62 -0.63
H 9.13 6.30 2.36
H 7.84 5.50 1.47
H 8.24 7.19 1.10
H 10.61 4.55 1.56
C -6.01 -11.43 -7.97
C -5.42 -10.29 -7.16
C -3.99 -10.00 -7.57
O -5.46 -10.62 -5.77
H -5.45 -12.35 -7.82
H -7.04 -11.63 -7.66
H -6.01 -11.20 -9.04
H -6.03 -9.39 -7.30
H -3.35 -10.87 -7.40
H -3.57 -9.19 -6.98
H -3.93 -9.73 -8.63
H -4.93 -11.41 -5.64
*
```

## Properties
**Structure (SMILES)**: O=C(O)Cc1cc(O)cc2c1C(=O)C=CC2=O.CC(C)O.CC(C)O.CC(C)O.CC(C)O.CC(C)O.CC(C)O.CC(C)O.CC(C)O.CC(C)O
**Kohn-Sham gap**: 8.4 eV
**Energy relative to the best compared isomer or geometry (same formula, charge and spin)**: 0.0 kJ/mol

Löwdin atomic charge list, values in e, 5 entries: 0.114, -0.488, 0.079, -0.050, -0.108